[1]
35
Properties=species:S:1:pos:R:3:nbo_charge:R:1 method="wB97M-V/def2-TZVPD" homo_energy_ev=-15.006 charge=+2 lumo_ev=-7.2580
S -1.374 0.914 -3.276 0.2534
H -1.939 2.937 0.467 0.2749
H 0.443 2.759 -1.852 0.2691
H 1.772 1.716 -1.382 0.2218
H -3.650 -1.403 -1.655 0.2628
H -3.445 0.363 -1.685 0.2499
H 0.975 0.898 -3.458 0.2638
N 2.275 -0.855 -0.043 -0.7288
H 0.433 -0.289 -2.224 0.1910
Zn 0.131 -0.619 0.657 1.4989
H 2.615 0.042 -0.400 0.3987
H -2.306 0.892 1.791 0.2636
S -2.202 -0.789 0.073 0.1694
S 0.055 1.604 0.198 0.1135
N 1.168 -1.167 2.200 -0.6762
C -2.032 -0.702 -2.831 -0.5484
H -1.228 -1.429 -2.699 0.2253
C 2.533 -1.208 2.261 0.6486
H -2.642 -0.999 -3.679 0.2725
C 0.701 1.753 -1.515 -0.5144
H 2.867 -1.081 4.267 0.4713
C -2.586 0.877 0.718 -0.5323
H -2.073 1.956 -1.045 0.2702
N 3.112 -1.320 1.041 -0.4171
C -1.735 1.947 0.013 -0.5619
C 0.313 0.742 -2.600 -0.5498
H -3.643 1.098 0.574 0.2759
N 0.376 -0.958 3.369 0.6067
N 3.292 -1.200 3.351 -0.7204
O 0.832 -1.019 4.528 -0.3023
O -0.873 -0.750 3.081 -0.4123
H 4.305 -1.347 3.257 0.4410
C -2.908 -0.594 -1.621 -0.5211
H 4.108 -1.232 0.934 0.4257
H 2.329 -1.537 -0.816 0.4170

---

[2]
26
Properties=species:S:1:pos:R:3:nbo_charge:R:1 method="wB97M-V/def2-TZVPD" e_above_lowest_kcal_mol=96.4 homo_energy_ev="1.017 / -5.612" charge=-1 lumo_ev="3.6010 / 3.4556" spin_multiplicity=2
H -1.524 0.851 0.931 0.1991
H -1.355 -1.688 -1.713 0.2049
C -1.378 -2.082 -0.653 -0.6870
H -0.892 -3.150 -0.997 0.1928
H -0.563 2.473 0.341 0.2223
H 0.728 -2.047 -2.412 0.1535
O 0.978 0.172 1.433 -0.6701
C 1.435 -0.037 0.302 0.6068
H 1.085 -2.656 -0.728 0.1819
H 3.628 0.992 -0.231 0.2593
H -2.591 3.494 -0.247 0.1972
H -1.180 2.262 1.930 0.2015
H -2.421 -2.367 -0.415 0.2108
C 2.575 0.711 -0.356 -1.0489
H -1.317 -0.352 0.588 0.2045
H -0.436 -1.603 1.279 0.1814
C -2.799 2.570 0.368 -0.6168
N 0.659 -0.744 -0.567 -0.4665
C 1.280 -1.738 -1.334 -0.6545
C -0.623 -1.085 0.196 -0.2303
H 2.198 -1.259 -1.510 0.2221
H -3.531 2.898 1.191 0.1824
H 2.048 1.718 -0.093 0.2181
H 2.753 0.512 -1.529 0.1794
C -1.439 1.970 0.843 -0.6365
H -3.369 1.889 -0.085 0.1925

---

[3]
26
Properties=species:S:1:pos:R:3:nbo_charge:R:1 method="wB97M-V/def2-TZVPD" e_above_lowest_kcal_mol=64.3 smiles=CO[C@@H](C)CC(C)(C)N homo_energy_ev=-8.427 lumo_ev=0.8629
H -0.434 -1.046 2.826 0.2409
H -1.945 2.513 -0.805 0.2268
N -1.193 0.379 -2.253 -0.8522
C 1.716 -2.487 1.354 -0.2500
C -0.383 -0.923 0.688 0.1282
H 0.526 0.298 2.236 0.2132
H 2.474 -1.929 0.779 0.1458
H 1.729 -2.096 2.384 0.1505
H -1.374 -1.226 0.352 0.1981
C -0.494 0.940 -1.131 0.1689
H 0.665 -1.051 -1.195 0.2261
H 1.404 0.050 0.030 0.2044
H -1.248 0.383 2.197 0.2279
H -0.996 2.118 0.622 0.2123
H -1.901 -0.296 -1.978 0.3590
H 1.314 1.385 -2.272 0.2063
C 0.480 -0.388 -0.350 -0.4349
C 0.590 1.893 -1.628 -0.6237
C -0.388 -0.274 2.050 -0.6644
H 2.087 -3.520 1.419 0.1897
H -2.309 1.043 0.084 0.2036
H 0.151 2.718 -2.203 0.2112
O 0.450 -2.439 0.760 -0.6201
H -0.571 -0.060 -2.925 0.3621
C -1.487 1.683 -0.250 -0.6385
H 1.136 2.331 -0.788 0.2089

---

[4]
26
Properties=species:S:1:pos:R:3:nbo_charge:R:1 method="wB97M-V/def2-TZVPD" e_above_lowest_kcal_mol=50.4 smiles="CCN(C)C(C)=O.CC" homo_energy_ev=-9.224 lumo_ev=0.8522
C -1.787 -0.571 -2.370 -0.6100
H -1.552 -0.015 -1.461 0.2255
H 1.479 3.000 -0.559 0.2463
C 0.523 -1.208 0.894 -0.2113
N 1.237 0.103 1.085 -0.4649
C -0.508 -1.406 2.036 -0.6246
H -1.049 -2.336 1.871 0.2245
H -3.548 0.649 -2.676 0.2104
C 1.616 2.647 0.456 -0.7115
H -3.839 -0.835 -1.787 0.1932
H -3.497 -1.131 -3.463 0.2049
O 0.254 1.129 -0.663 -0.6455
H 2.948 -1.006 1.672 0.2032
H -1.126 -0.528 2.122 0.2189
H 1.346 -1.930 0.924 0.1857
H -1.624 -1.629 -2.103 0.1861
C 0.996 1.206 0.312 0.6902
H 0.884 3.225 1.043 0.2373
H 0.168 -1.213 2.890 0.2121
H -1.131 -0.179 -3.125 0.2041
C -3.315 -0.412 -2.657 -0.6165
C 2.630 0.041 1.561 -0.4270
H 2.668 2.771 0.707 0.2191
H 3.365 0.451 0.858 0.2093
H 2.637 0.300 2.603 0.2061
H 0.224 -1.122 -0.169 0.2344

---

[5]
26
Properties=species:S:1:pos:R:3:nbo_charge:R:1 method="wB97M-V/def2-TZVPD" e_above_lowest_kcal_mol=43.4 smiles="CCN(C)C(C)=O.CC" homo_energy_ev=-8.814 lumo_ev=0.8920
H 0.598 3.060 -3.062 0.2031
C 0.474 -0.986 -0.180 0.6986
O 1.313 -0.149 -0.451 -0.5917
H 1.220 1.262 1.763 0.2354
H -0.442 -1.030 2.981 0.1906
C 0.262 -2.826 1.349 -0.4092
H -0.083 1.516 -3.073 0.1979
C -0.346 -1.596 -1.278 -0.7395
C 0.310 -0.610 2.308 -0.1969
H -1.874 2.514 -2.055 0.2031
H -0.153 1.131 1.068 0.2283
H -1.049 1.953 -0.658 0.1991
C -0.964 2.673 -1.475 -0.6122
C 0.235 0.863 2.030 -0.6456
H -0.247 1.444 2.808 0.2177
H 1.156 2.007 -1.992 0.2291
H 0.103 -2.456 -1.773 0.2371
H -0.610 -3.162 1.939 0.1847
H -0.419 -0.842 -2.072 0.2467
H -1.415 -1.775 -1.146 0.2282
N 0.244 -1.412 1.117 -0.4695
H 0.170 -3.451 0.490 0.2162
C 0.185 2.305 -2.379 -0.6285
H 1.217 -0.913 2.842 0.1771
H 1.113 -3.190 1.933 0.1906
H -0.997 3.667 -1.034 0.2094

---

[6]
26
Properties=species:S:1:pos:R:3:nbo_charge:R:1 method="wB97M-V/def2-TZVPD" e_above_lowest_kcal_mol=56.7 smiles="CCN(C)C(C)=O.CC" homo_energy_ev=-9.245 lumo_ev=0.8215
C 0.304 1.238 0.718 -0.4461
C -4.087 0.096 1.131 -0.6171
H 1.265 -1.359 1.155 0.1943
H -0.083 2.026 0.048 0.2307
H 2.634 -1.136 0.044 0.2103
C -3.200 -0.031 -0.097 -0.6180
H -3.621 -0.495 -1.043 0.2016
H 3.461 0.922 1.367 0.2205
C 0.690 -0.072 -1.265 0.6939
O -0.382 0.258 -1.716 -0.6114
H 1.119 -1.419 -3.066 0.2469
C 2.751 0.136 1.816 -0.6494
H 2.377 -1.454 -1.754 0.2023
H -3.538 0.927 1.643 0.2022
H -4.051 -0.775 1.832 0.2004
H -2.339 -0.669 0.111 0.2046
C 1.320 -1.281 -2.025 -0.7014
H 0.961 -2.139 -1.393 0.2258
H 3.426 -0.633 2.192 0.2220
H 2.396 0.752 2.631 0.2292
H -0.591 1.080 1.371 0.2063
H 0.954 1.751 1.414 0.1926
H -2.796 0.859 -0.512 0.2175
H -5.123 0.265 0.975 0.2079
C 1.966 -0.613 0.817 -0.2114
N 1.184 0.346 -0.032 -0.4543

---

[7]
27
Properties=species:S:1:pos:R:3:nbo_charge:R:1 method="wB97M-V/def2-TZVPD" e_above_lowest_kcal_mol=75.7 smiles="CCC(C)(C)O.CCN=O" homo_energy_ev=-9.601 lumo_ev=-0.4672
H -2.827 0.112 1.608 0.2225
H 0.734 1.590 -1.375 0.2138
N -0.723 1.542 1.064 0.1418
H -0.253 -1.299 -1.353 0.2063
H -0.557 -0.018 -0.175 0.1938
C 2.205 -1.962 -0.769 -0.6166
H 1.464 0.379 -2.415 0.2151
H -2.168 2.615 -0.058 0.2109
C -2.085 1.967 0.823 -0.3267
H 1.611 -2.859 -0.921 0.2036
H 1.790 0.901 0.621 0.4782
H -4.058 1.110 0.822 0.2229
C 0.879 -1.487 1.307 -0.6316
C 0.555 0.638 -1.881 -0.6141
H 0.371 -0.716 1.882 0.2142
H -2.326 2.575 1.704 0.2351
H -0.252 0.773 -2.598 0.2026
C -3.025 0.775 0.771 -0.6165
H -2.892 0.219 -0.151 0.2169
C 1.400 -0.901 -0.014 0.2546
H 2.524 -1.576 -1.734 0.2099
H 0.183 -2.301 1.116 0.2020
H 1.712 -1.867 1.894 0.2121
O 0.158 2.276 0.642 -0.3094
H 3.093 -2.213 -0.195 0.2168
C 0.196 -0.433 -0.864 -0.4226
O 2.292 0.162 0.249 -0.7353

---

[8]
28
Properties=species:S:1:pos:R:3:nbo_charge:R:1 method="wB97M-V/def2-TZVPD" e_above_lowest_kcal_mol=74.4 homo_energy_ev="-8.250 / -8.280" lumo_ev="0.0887 / -0.3664"
C -0.674 0.764 1.448 -0.4558
O -3.128 0.603 1.338 -0.5411
C -3.619 1.223 0.155 -0.0539
N -0.102 -0.011 -1.733 -0.8769
C 3.823 -0.187 -0.467 -0.3560
H 4.272 -2.115 0.499 0.1843
H -4.391 1.937 0.391 0.1757
S 1.094 0.682 -0.859 0.6183
O 5.276 -1.969 -1.230 -0.7036
H 3.632 0.703 0.153 0.1949
H 1.404 0.238 1.545 0.2316
C 0.584 0.158 0.857 -0.5453
H -5.165 -0.244 -0.348 0.2124
H -0.672 0.923 2.543 0.2214
H -3.506 -0.419 -0.986 0.2048
H -1.961 -0.787 2.125 0.1853
H 0.414 -0.946 0.713 0.2263
C -4.298 0.248 -0.776 -0.6267
H -0.699 1.797 0.973 0.2136
H 3.877 -0.047 -1.580 0.1711
H -4.510 0.821 -1.738 0.2052
H 5.502 -1.013 0.552 0.1891
H -1.854 -0.772 0.356 0.1860
C -1.913 -0.134 1.220 -0.0682
C 4.673 -1.315 -0.136 -0.1658
H 0.061 -0.006 -2.724 0.3523
H 4.723 -1.805 -1.988 0.4605
H -2.843 1.675 -0.302 0.1605